(1)
The following is a DFT calculation (wB97M-V/def2-TZVPD) of C9H56O19 as an isolated structure.

The geometry in XYZ format:
```
84
Properties=species:S:1:pos:R:3:lowdin_charge:R:1
O 1.39 -2.45 2.54 0.166
H 1.34 -1.49 2.58 0.076
H 1.60 -2.71 3.44 0.154
O 1.88 0.36 2.06 -0.034
H 0.96 0.15 2.20 -0.025
H 2.00 1.22 2.48 0.105
O -1.78 1.06 -4.37 -0.063
H -2.07 1.92 -4.08 0.010
H -2.15 0.46 -3.72 -0.113
O 3.00 1.12 0.43 0.029
H 3.87 0.91 0.76 0.141
H 2.42 1.02 1.18 -0.122
O 3.30 -2.36 0.21 -0.046
H 2.52 -2.84 0.48 -0.241
H 3.25 -2.34 -0.74 -0.018
O 2.80 -2.48 -2.51 0.091
H 1.91 -2.78 -2.31 0.098
H 3.36 -3.19 -2.20 0.132
O -2.62 -1.44 -1.13 -0.040
H -2.72 -2.37 -0.92 0.092
H -2.35 -1.04 -0.31 0.006
O -2.89 1.42 -1.96 0.048
H -2.76 1.51 -1.01 -0.082
H -2.85 2.31 -2.30 0.118
O 1.72 -3.51 0.92 0.051
H 0.86 -3.81 0.65 0.104
H 1.58 -3.11 1.78 -0.278
O -2.40 1.59 0.20 -0.027
H -2.03 0.76 0.51 -0.095
H -2.32 2.18 0.95 0.100
O -3.04 -0.31 -3.04 -0.097
H -3.24 -1.07 -2.48 0.014
H -2.83 0.39 -2.43 -0.219
O -0.15 -2.33 -3.24 -0.015
H 0.22 -2.02 -2.42 -0.258
H -1.03 -2.63 -3.01 0.019
O 0.61 2.52 -2.68 -0.051
H 0.51 3.38 -2.28 0.016
H 1.18 2.04 -2.08 -0.193
O 2.01 1.57 -1.36 -0.047
H 2.15 0.75 -1.83 0.000
H 2.30 1.39 -0.47 -0.151
O -0.43 0.23 2.62 -0.009
H -0.10 -0.30 3.34 0.130
H -0.91 0.94 3.04 0.147
O 2.83 -0.46 -2.09 0.073
H 3.66 -0.48 -1.61 0.133
H 2.78 -1.32 -2.51 -0.115
C 0.44 4.13 1.88 -0.045
C 1.13 3.05 1.10 -0.438
C 0.11 2.09 0.55 -0.046
O 1.78 3.78 0.07 0.005
H -0.15 3.64 2.66 0.064
H -0.27 4.76 1.35 0.095
H 1.06 4.83 2.45 0.087
H 1.84 2.51 1.73 0.112
H -0.62 1.70 1.25 0.069
H 0.58 1.26 0.03 0.069
H -0.56 2.64 -0.10 0.125
H 1.17 3.85 -0.66 0.076
C -1.60 -2.40 2.27 0.016
C -2.48 -1.27 1.69 -0.411
C -3.27 -0.50 2.73 -0.006
O -1.69 -0.36 1.00 -0.127
H -2.20 -3.16 2.77 0.101
H -0.93 -1.96 3.00 0.060
H -1.07 -2.96 1.50 0.087
H -3.24 -1.65 1.01 0.146
H -3.83 0.32 2.30 0.098
H -2.53 -0.16 3.45 0.070
H -4.01 -1.12 3.24 0.097
H -0.94 -0.13 1.54 -0.081
C 0.86 -0.69 0.33 -0.043
C 0.06 -0.90 -0.95 -0.290
C -0.49 0.32 -1.66 -0.003
O 0.96 -1.53 -1.82 -0.055
H 1.22 -1.63 0.74 0.083
H 0.36 -0.11 1.11 0.034
H 1.71 -0.04 0.16 0.080
H -0.79 -1.55 -0.73 0.117
H 0.35 0.97 -1.88 0.061
H -1.10 0.88 -0.96 0.064
H -0.97 0.03 -2.60 0.093
H 1.77 -1.01 -1.86 -0.076
```

Electronic energy, a.u.: -1804.95743
LUMO level, eV: -1.7
Molecular weight, Da: 468.528
Gap between HOMO and LUMO, eV: 6.1
Total charge: 0

(2)
The following is a DFT calculation (wB97M-V/def2-TZVPD) of an isolated ion of composition C5H11N2O and charge +1.

The geometry in XYZ format:
```
19
Properties=species:S:1:pos:R:3:nbo_charge:R:1
C 0.11 -0.26 0.74 0.561
C 1.56 0.28 0.37 0.462
C -1.03 -0.53 -1.57 -0.607
C -2.28 -0.11 0.64 -0.585
C -0.97 0.16 -0.12 -0.335
N 2.53 -0.53 0.66 -0.711
N 1.82 1.56 0.05 -0.730
O 0.09 -1.15 1.54 -0.440
H -0.65 -1.56 -1.46 0.217
H -1.88 -0.64 -2.13 0.252
H -0.43 -0.07 -2.38 0.227
H -2.21 -1.15 0.89 0.228
H -2.35 0.50 1.48 0.220
H -3.13 0.04 -0.03 0.231
H -0.87 1.24 -0.28 0.213
H 2.21 -1.54 0.73 0.457
H 3.57 -0.34 0.81 0.451
H 1.09 2.36 -0.07 0.469
H 2.82 1.73 0.14 0.420
```

Electronic energy, a.u.: -381.59282
SMILES: CC(C)C(=O)C(N)=[NH2+]
LUMO level, eV: -4.9
Molecular weight, Da: 115.156
Energy above the lowest of the compared OMol25 structures with the same formula, charge and spin, eV: 1.936
Gap between HOMO and LUMO, eV: 10.2
Total charge: +1

(3)
The following is a DFT calculation (wB97M-V/def2-TZVPD) of a 2-piece molecular cluster, C2H5N3O2S overall.

The geometry in XYZ format:
```
13
Properties=species:S:1:pos:R:3:nbo_charge:R:1
C 0.98 -0.40 0.22 0.345
C -1.34 1.10 -1.10 0.253
H 0.54 -2.61 1.63 0.375
H 0.50 -0.14 2.34 0.428
H 0.66 1.60 -1.99 0.389
H -1.60 1.02 -2.28 0.195
H -2.75 0.37 -0.07 0.352
N 1.14 -0.61 1.52 -0.352
N 0.11 1.44 -1.01 -0.346
N -1.80 0.62 -0.01 -0.685
O 1.95 -1.79 1.71 -0.442
O 0.77 0.87 0.02 -0.348
S 0.84 -1.47 -0.99 -0.166
```

Electronic energy, a.u.: -791.81818
LUMO level, eV: -1.2
Molecular weight, Da: 135.148
Energy above the lowest of the compared OMol25 structures with the same formula, charge and spin, eV: 9.443
Gap between HOMO and LUMO, eV: 7.5
Total charge: 0

(4)
The following is a DFT calculation (wB97M-V/def2-TZVPD) of C7H15ClMgNO3 as an isolated structure.

The geometry in XYZ format:
```
28
Properties=species:S:1:pos:R:3:nbo_charge:R:1
Mg 1.99 3.07 -1.66 1.776
Cl -0.02 2.52 -2.51 -0.808
C 3.85 0.50 -1.74 0.565
O 3.02 1.46 -1.76 -0.921
N 3.51 -0.73 -1.98 -0.321
C 4.48 -1.82 -1.84 -0.417
C 2.12 -1.11 -2.17 -0.437
H 4.91 0.64 -1.52 0.170
H 4.47 -2.19 -0.81 0.224
H 5.47 -1.48 -2.11 0.229
H 4.17 -2.64 -2.47 0.235
H 1.53 -0.25 -2.48 0.252
H 2.07 -1.88 -2.94 0.230
H 1.73 -1.53 -1.24 0.227
O -3.56 -0.14 0.40 -0.594
C -2.96 0.76 0.93 0.790
O -2.41 0.66 2.15 -0.510
C -2.63 -0.59 2.82 -0.081
C -3.98 -0.63 3.49 -0.636
C -2.70 2.10 0.31 -0.718
H -1.84 -0.72 3.55 0.186
H -2.55 -1.40 2.10 0.197
H -4.10 0.23 4.15 0.212
H -4.04 -1.53 4.11 0.221
H -4.80 -0.62 2.78 0.227
H -3.55 2.77 0.28 0.251
H -2.30 1.94 -0.69 0.239
H -1.90 2.61 0.85 0.214
```

Electronic energy, a.u.: -1216.33970
LUMO level, eV: -5.6
Molecular weight, Da: 220.959
Energy above the lowest of the compared OMol25 structures with the same formula, charge and spin, eV: 0.202
Gap between HOMO and LUMO, eV: 6.5
Total charge: +1

(5)
The following is a DFT calculation (wB97M-V/def2-TZVPD) of C11H10BrClN4OSTm as an isolated structure.

The geometry in XYZ format:
```
30
Properties=species:S:1:pos:R:3:mulliken_spin:R:1
N 1.08 -2.57 -1.46 0.003
C 1.36 -2.59 -0.12 0.013
C 1.04 -1.24 0.77 -0.029
C -0.41 -0.58 0.39 0.236
C -0.71 0.31 -0.99 -0.164
C 0.47 0.63 -2.09 0.012
C 1.85 1.27 -1.44 -0.006
C 1.60 2.16 -0.09 -0.001
N 2.64 2.05 1.05 -0.002
O 0.61 3.03 0.12 0.000
C -2.25 0.87 -1.25 0.286
Br -2.84 1.95 -2.83 0.139
C -3.43 0.54 -0.11 0.211
Cl -5.18 1.16 -0.41 0.104
C -3.16 -0.30 1.28 0.023
N -4.11 -0.64 2.41 0.066
S -3.13 -1.53 3.57 -0.046
N -1.52 -1.63 2.83 0.089
C -1.64 -0.85 1.50 0.004
H 1.35 -3.47 -1.92 0.000
H 1.81 -3.55 0.40 0.002
H 1.00 -1.61 1.91 -0.002
H 1.95 -0.51 0.71 0.002
H 0.06 1.46 -2.84 0.000
H 0.70 -0.31 -2.79 -0.008
H 2.31 1.96 -2.28 0.000
H 2.59 0.36 -1.23 0.000
H 2.19 1.53 1.84 0.002
H 3.46 1.47 0.73 0.000
Tm 0.32 0.61 2.35 1.066
```

Electronic energy, a.u.: -5235.37736
LUMO level (alpha / beta), eV: -12.8 / -14.2
Molecular weight, Da: 530.586
Gap between HOMO and LUMO (alpha / beta), eV: 6.9 / 5.3
Total charge: +3
Multiplicity: 3

(6)
The following is a DFT calculation (wB97M-V/def2-TZVPD) of a 2-piece molecular cluster, C4H10N overall.

The geometry in XYZ format:
```
15
Properties=species:S:1:pos:R:3:nbo_charge:R:1
C 1.98 -1.19 0.40 0.159
N 1.78 0.03 0.72 -0.593
H 2.83 -1.69 0.85 0.233
H 1.44 -1.70 -0.39 0.236
H 1.19 0.61 0.09 0.469
H 2.09 0.28 1.66 0.450
C -1.86 -0.21 0.30 -0.669
C -0.91 0.89 -0.11 -0.252
C -0.58 0.92 -1.44 -0.377
H -1.39 -1.13 -0.03 0.207
H -1.99 -0.20 1.38 0.228
H -2.89 -0.17 -0.02 0.256
H -0.80 1.79 0.48 0.229
H 0.22 1.55 -1.80 0.206
H -1.11 0.22 -2.08 0.217
```

Electronic energy, a.u.: -212.82052
LUMO level, eV: -5.7
Molecular weight, Da: 72.131
Energy above the lowest of the compared OMol25 structures with the same formula, charge and spin, eV: 2.717
Gap between HOMO and LUMO, eV: 8.0
Total charge: +1

(7)
The following is a DFT calculation (wB97M-V/def2-TZVPD) of C23H38Cl2N3NiO4 as an isolated structure.

The geometry in XYZ format:
```
71
Properties=species:S:1:pos:R:3:mulliken_spin:R:1
O 0.11 -0.19 -5.13 -0.001
C -0.60 0.23 -6.02 0.000
C -0.36 1.47 -6.78 -0.002
C 0.74 2.27 -6.51 0.001
H 1.43 1.97 -5.73 0.000
C 0.94 3.43 -7.23 0.000
H 1.80 4.06 -7.03 0.000
C 0.04 3.80 -8.23 0.001
H 0.20 4.71 -8.79 0.000
C -1.06 3.00 -8.50 0.000
H -1.76 3.29 -9.27 0.000
C -1.26 1.84 -7.78 0.001
H -2.12 1.21 -7.98 0.000
H -1.51 -0.33 -6.32 0.000
C -2.63 1.69 -0.21 0.011
C -2.04 0.77 0.81 0.194
H -3.51 2.22 0.15 -0.009
H -2.91 1.12 -1.10 0.005
H -1.89 2.42 -0.53 0.002
C -2.62 0.44 1.97 -0.044
C -3.94 0.90 2.51 0.019
H -2.11 -0.26 2.62 0.023
H -4.41 1.66 1.89 -0.003
H -3.84 1.32 3.52 -0.002
H -4.64 0.07 2.59 -0.002
Ni -0.25 -0.08 0.36 1.620
Cl 0.91 1.94 0.23 0.057
Cl -0.67 -0.29 -1.89 0.061
H 3.69 -0.16 -2.85 0.000
H 5.33 0.83 -1.16 0.000
C 2.89 0.03 -2.13 -0.001
C 4.48 1.00 -0.51 0.000
N 3.44 0.03 -0.78 0.005
H 2.13 -0.74 -2.20 0.001
C 2.79 -0.58 0.21 0.009
O 1.79 -1.29 0.10 0.008
H 4.80 0.91 0.52 0.000
H 3.26 -0.40 1.20 -0.002
H 2.42 0.99 -2.34 0.000
H 4.10 2.01 -0.67 0.001
H -1.67 -5.26 1.75 0.000
H -0.49 -6.01 -0.48 0.000
C -2.13 -4.47 1.14 0.001
C -1.00 -5.17 -0.95 0.000
N -1.27 -4.13 0.03 0.001
H -2.28 -3.59 1.75 0.001
C -0.77 -2.90 -0.12 0.000
O -0.97 -1.99 0.70 0.030
H -0.37 -4.77 -1.74 0.000
H -0.17 -2.74 -1.01 0.001
H -3.09 -4.83 0.78 0.000
H -1.93 -5.52 -1.39 0.000
O 0.11 -0.06 2.17 0.023
C 0.27 -0.01 3.42 -0.008
C 1.50 -0.64 4.02 -0.001
C 2.21 0.31 5.03 0.000
C 1.57 0.31 6.43 0.000
C 0.17 0.90 6.54 0.000
C -0.84 0.21 5.65 0.001
N -0.68 0.54 4.25 -0.004
H 1.26 -1.60 4.53 0.000
H 2.20 -0.87 3.20 0.002
H 3.23 -0.08 5.18 0.000
H 2.29 1.34 4.62 0.000
H 1.54 -0.74 6.81 0.000
H 2.21 0.89 7.12 0.000
H -0.16 0.76 7.59 0.000
H 0.16 1.99 6.32 0.000
H -0.86 -0.89 5.80 -0.001
H -1.84 0.58 5.97 0.001
H -1.42 1.13 3.88 0.003
```

Electronic energy, a.u.: -3793.18168
LUMO level (alpha / beta), eV: 2.5 / 2.5
Molecular weight, Da: 550.173
Energy above the lowest of the compared OMol25 structures with the same formula, charge and spin, eV: 1.165
Gap between HOMO and LUMO (alpha / beta), eV: 4.6 / 6.1
Total charge: -1
Multiplicity: 3